No. 1
# C3H8NO2

A cluster of 2 separate species, C3H8NO2 in total (ωB97M-V/def2-TZVPD, the OMol25 dataset).

- ΔE to the lowest compared entry with this formula, charge and spin (kcal/mol) = 12.7
- LUMO energy (eV) = 4.0957

ORCA input file:
```
! RIJCOSX wB97M-V def2-TZVPD def2/J DEFGRID3
* xyz -1 1
N -1.5684 0.1377 -0.3877
C 0.3984 1.1696 -1.4087
C -0.4877 -0.0653 -1.3608
H -2.1711 -0.6916 -0.3459
H -1.1694 0.2470 0.5512
H -0.2038 2.0558 -1.6704
H 1.1940 1.0496 -2.1631
H 0.8686 1.3416 -0.4258
H -0.9601 -0.2193 -2.3501
H 0.1352 -0.9542 -1.1433
O 0.5864 0.1742 2.5472
O 0.4074 -2.0946 2.3587
C 0.9791 -1.0163 2.6707
H 1.9914 -1.1342 3.1280
*
```


No. 2
# C3H8NO2

A structure of composition C3H8NO2 in a non-equilibrium geometry (ωB97M-V/def2-TZVPD, the OMol25 dataset).

- ΔE to the lowest compared entry with this formula, charge and spin (kcal/mol) = 79.1
- LUMO energy (eV) = 3.9792

ORCA input file:
```
! RIJCOSX wB97M-V def2-TZVPD def2/J DEFGRID3
* xyz -1 1
C 0.1365 -0.3566 0.0769
C 1.0619 -0.5917 1.3064
O 2.1641 -1.4731 1.0644
N -0.7368 0.7511 0.3507
C -1.3290 1.1653 -1.4204
O -0.9888 0.4409 -2.4136
H 0.8090 -0.1685 -0.7626
H -0.3751 -1.2931 -0.1586
H 0.4142 -1.0608 2.0522
H 1.3976 0.3920 1.6431
H 2.3342 -1.4953 0.1174
H -1.6673 0.4603 0.6160
H -0.8185 2.1290 -1.3113
H -2.4019 1.1004 -1.1606
*
```


No. 3
# C3H8NO2

A cluster of 2 separate species, C3H8NO2 in total in a non-equilibrium geometry (ωB97M-V/def2-TZVPD, the OMol25 dataset).

- ΔE to the lowest compared entry with this formula, charge and spin (kcal/mol) = 8.5
- LUMO energy (alpha / beta) (eV) = 0.5135 / 0.5060

ORCA input file:
```
! RIJCOSX wB97M-V def2-TZVPD def2/J DEFGRID3
* xyz 0 2
O 1.2121 0.4466 0.8729
C 1.9543 1.0744 0.1877
O 1.6807 1.3707 -1.1137
H 2.9065 1.4531 0.5934
H 2.5302 1.3273 -1.5786
C -1.9934 -1.9522 0.6130
C -1.3455 0.2943 -0.1683
N -1.3273 -1.0633 -0.3097
H -2.0085 -2.9717 0.2392
H -3.0218 -1.6334 0.7792
H -1.4115 -1.9046 1.5372
H -2.1264 0.7198 0.4468
H -0.7409 0.9644 -0.7443
H -0.6378 -1.4428 -0.9295
*
```


No. 4
# C3H8NO2

A structure of composition C3H8NO2 in a non-equilibrium geometry (ωB97M-V/def2-TZVPD, the OMol25 dataset).

- ΔE to the lowest compared entry with this formula, charge and spin (kcal/mol) = 172.6
- LUMO energy (eV) = -9.0819

ORCA input file:
```
! RIJCOSX wB97M-V def2-TZVPD def2/J DEFGRID3
* xyz 1 1
O 0.0741 -1.0814 0.2178
C 0.0664 -2.1186 1.0937
O -0.6509 -1.8475 2.2563
H -0.4172 -2.9538 0.5678
H -0.3264 -1.0107 2.6124
C -0.2684 1.5781 -1.3850
C 0.0466 2.2755 -0.2225
N 0.1070 0.3637 -1.6042
H -0.8688 2.1260 -2.1115
H -0.5294 3.1433 0.0657
H 0.9755 2.0896 0.3043
H 0.3946 0.1400 -2.5599
H 1.0923 -2.3590 1.4345
H 0.3045 -0.3452 -0.6694
*
```


No. 5
# C3H8NO2

A structure of composition C3H8NO2 in a non-equilibrium geometry (ωB97M-V/def2-TZVPD, the OMol25 dataset).

- ΔE to the lowest compared entry with this formula, charge and spin (kcal/mol) = 89.0
- LUMO energy (eV) = -3.6102

ORCA input file:
```
! RIJCOSX wB97M-V def2-TZVPD def2/J DEFGRID3
* xyz 1 1
C 0.6841 0.6666 -1.3673
C -0.9470 0.0183 -0.3295
C -0.6925 -0.0832 1.4190
N 0.3452 -0.6770 -0.8736
O -0.5715 1.1550 -0.9766
O 0.6936 -0.2960 1.5868
H 1.5617 1.1621 -0.8361
H 0.9223 0.8774 -2.4078
H -1.8822 -0.4143 -0.6554
H -1.2152 -0.8462 1.9087
H -1.2331 0.7824 1.8219
H 0.2171 -1.5402 -1.5915
H 1.1259 -0.9458 -0.1544
H 0.9916 0.1409 2.4556
*
```


No. 6
# C3H8NO2

The ion C3H8NO2 with charge +1 in a non-equilibrium geometry (ωB97M-V/def2-TZVPD, the OMol25 dataset).

- ΔE to the lowest compared entry with this formula, charge and spin (kcal/mol) = 69.6
- LUMO energy (eV) = -5.7574

ORCA input file:
```
! RIJCOSX wB97M-V def2-TZVPD def2/J DEFGRID3
* xyz 1 1
C -0.8202 0.8248 -0.0247
C -0.3353 -0.5848 0.0473
C 1.0956 -0.8384 0.0181
N 1.9062 0.3702 0.1670
O -2.2496 0.7813 0.0163
O -1.1703 -1.5785 0.1611
H -0.4243 1.3503 0.7945
H -0.4689 1.3372 -0.9311
H 1.3771 -1.3557 -0.9928
H 1.5053 -1.6197 0.6452
H -2.7658 1.5992 0.3867
H 2.8797 0.1763 0.2705
H 1.5429 1.0633 -0.4613
H -2.0723 -1.5254 -0.0968
*
```


No. 7
# C3H8NO2S

A cluster of 3 separate species, C3H8NO2S in total in a non-equilibrium geometry (ωB97M-V/def2-TZVPD, the OMol25 dataset).

- ΔE to the lowest compared entry with this formula, charge and spin (kcal/mol) = 212.3
- LUMO energy (eV) = -0.3656

ORCA input file:
```
! RIJCOSX wB97M-V def2-TZVPD def2/J DEFGRID3
* xyz -1 1
C 0.0718 -0.8124 0.1871
C 0.5571 0.5131 -0.6265
S 3.7149 0.0238 -0.0453
C -0.5571 -0.3431 -1.1650
N -1.8564 0.4192 -0.9303
O -0.2970 -1.0457 -2.2428
H 0.9487 -1.4517 0.2505
H -0.5488 -0.4929 1.0394
H 0.5797 1.3223 0.1544
H 1.5641 0.5650 -1.1198
H 3.6187 -0.5209 1.1773
H -1.6998 1.0765 2.7719
H -2.5831 0.0081 -1.5441
H -2.1123 0.1371 0.0530
O -1.4004 0.6018 2.0401
*
```


No. 8
# C3H8NO2S

A cluster of 2 separate species, C3H8NO2S in total in a non-equilibrium geometry (ωB97M-V/def2-TZVPD, the OMol25 dataset).

- ΔE to the lowest compared entry with this formula, charge and spin (kcal/mol) = 25.3
- LUMO energy (eV) = 3.9664

ORCA input file:
```
! RIJCOSX wB97M-V def2-TZVPD def2/J DEFGRID3
* xyz -1 1
C 0.6062 0.0619 -1.6375
C 1.7313 -0.3465 -0.6557
S 1.5872 0.2884 1.1319
C -0.7953 0.2891 -0.9538
N -0.9695 1.4925 -0.3414
O -1.6474 -0.5853 -0.9393
H 0.3970 -0.7833 -2.3018
H 0.7217 0.9850 -2.2047
H 2.7372 -0.0203 -0.8526
H 1.7273 -1.4470 -0.5874
H -1.5497 1.5345 0.4803
H -0.1088 2.0056 -0.2303
H -0.7896 -1.4984 2.2584
H -1.3363 -1.2320 0.8793
O -1.6202 -1.4370 1.7792
*
```


No. 9
# C3H8NO2S

The ion C3H8NO2S with charge +1 in a non-equilibrium geometry (ωB97M-V/def2-TZVPD, the OMol25 dataset).

- ΔE to the lowest compared entry with this formula, charge and spin (kcal/mol) = 117.5
- LUMO energy (alpha / beta) (eV) = -3.6970 / -3.6959

ORCA input file:
```
! RIJCOSX wB97M-V def2-TZVPD def2/J DEFGRID3
* xyz 1 1
C -0.8506 -1.0923 -1.7571
C -0.0602 0.7007 -0.9231
C 0.3440 1.1093 1.5098
N 0.6565 -0.3125 1.9492
O 0.1317 -0.7918 -0.9343
O -0.5870 -1.3204 -2.9599
S -1.1309 1.2797 0.4720
H -1.8354 -1.1605 -1.5355
H -0.4568 1.2410 -1.7956
H 0.1236 1.7798 2.4666
H 1.1274 1.6905 0.8961
H 0.0447 -0.7827 2.5637
H 1.5566 -0.3410 2.3405
H 0.6441 -0.8797 1.0063
H 0.2925 -1.1202 -3.2986
*
```


No. 10
# C3H8NO2S

The ion C3H8NO2S with charge +1 in a non-equilibrium geometry (ωB97M-V/def2-TZVPD, the OMol25 dataset).

- ΔE to the lowest compared entry with this formula, charge and spin (kcal/mol) = 114.8
- SMILES = CCO[C@]1([NH3+])OS1
- LUMO energy (eV) = -4.8281

ORCA input file:
```
! RIJCOSX wB97M-V def2-TZVPD def2/J DEFGRID3
* xyz 1 1
C 0.7739 -0.4955 0.9364
C 0.5001 -0.8885 -0.4968
O -0.4498 -0.1200 -1.0983
C -1.7936 0.1168 -0.0430
N -1.6375 1.5360 0.0791
O -2.0119 -0.6944 0.9918
S -3.2321 -0.8829 -0.1649
H -0.0412 -0.7126 1.6278
H 1.5536 -1.1887 1.2835
H 1.0542 0.6365 1.0649
H 0.2305 -1.9342 -0.4895
H 1.3563 -0.6844 -1.1967
H -2.5953 1.9148 0.3442
H -1.1227 1.7899 -0.7761
H -0.8780 1.7186 0.7998
*
```